A cluster of 11 separate species, C44H58N8O9 in total at a distorted geometry. Source: OMol25; level of theory: ωB97M-V/def2-TZVPD.

Calculated values
Orbital gap in Eh: 0.2862
Relative energy (zero: lowest compared OMol25 entry of this formula, charge and spin) in kcal per mole: 0.0
LUMO energy in eV: 0.03
Total energy in a.u.: -2826.616683
HOMO level in eV: -7.754

Geometry as XYZ:
```
119
Properties=species:S:1:pos:R:3:forces:R:3:lowdin_charge:R:1
C -3.48698 -3.67524 1.23014 0.2 0.8 -0.4 -0.0139
C -4.49796 -4.48872 0.44407 -0.2 0.7 1.3 -0.2983
C -5.97019 -4.14553 0.79077 1.3 -0.9 0.3 -0.0753
O -6.59459 -4.22238 -0.49378 -0.3 0.2 0.4 0.0751
C -5.64523 -4.10342 -1.44942 -0.6 0.3 -1.1 -0.5883
O -5.84307 -4.01098 -2.62474 -0.3 -0.1 0.6 0.1580
O -4.43642 -4.06420 -0.90732 1.0 -0.2 -0.1 0.0765
H -2.56321 -3.58777 0.65473 0.1 -0.4 0.2 0.0608
H -3.26780 -4.00035 2.24473 -0.1 -0.4 -0.1 0.0921
H -3.81818 -2.63416 1.29928 -0.2 -0.1 0.0 0.0555
H -4.29032 -5.55725 0.52530 0.0 0.0 -0.3 0.1574
H -6.00098 -3.16800 1.27276 -0.4 0.2 -0.5 0.1141
H -6.35171 -4.88588 1.49172 -0.5 0.0 -0.3 0.1346
C 2.90478 1.51243 2.05562 0.4 -0.1 0.7 -0.0094
C 3.59425 2.51653 2.93839 0.6 0.5 -0.1 -0.2993
C 3.77140 3.94977 2.39368 -0.3 -0.9 -0.1 -0.0861
O 3.42744 4.76341 3.49798 0.2 0.9 -0.1 0.0762
C 2.76838 4.05715 4.41940 -0.2 -0.1 0.6 -0.5860
O 2.20822 4.51696 5.36659 0.1 -0.1 -0.2 0.1591
O 2.82734 2.74709 4.12919 -0.1 -0.4 0.1 0.0706
H 3.00150 0.54959 2.56081 -0.3 -0.1 -0.1 0.0814
H 3.43903 1.44476 1.10847 -0.3 0.1 -0.2 0.0730
H 1.84805 1.76686 1.98435 0.0 -0.1 -0.4 0.0819
H 4.58602 2.14809 3.22406 -0.2 -0.1 0.2 0.1545
H 3.08161 4.13801 1.56586 0.2 0.1 0.0 0.1403
H 4.80422 4.13021 2.11799 -0.1 0.2 -0.2 0.1049
C 7.21442 4.47881 0.21548 -0.6 0.6 0.0 -0.0144
C 6.16526 4.33846 -0.87267 -0.1 -0.4 -0.1 -0.2854
C 6.60935 3.58642 -2.15120 0.7 0.6 1.2 -0.0725
O 5.56288 2.65884 -2.38889 0.2 0.2 -1.0 0.0972
C 4.68858 2.67626 -1.39057 -0.4 -0.2 0.8 -0.5683
O 3.68545 2.03228 -1.33575 0.0 -0.2 -0.2 0.1307
O 5.09241 3.49297 -0.40190 0.1 0.0 0.0 0.0586
H 6.70786 4.78826 1.13050 0.0 -0.1 0.1 0.0729
H 7.88498 5.31086 -0.00103 0.2 -0.2 -0.2 0.0935
H 7.75293 3.55370 0.40531 0.1 0.0 -0.1 0.0938
H 5.67087 5.28553 -1.10066 0.3 0.1 0.0 0.1568
H 7.53821 3.05742 -1.93017 -0.1 -0.2 -0.2 0.1326
H 6.80393 4.27492 -2.96919 -0.4 -0.2 -0.3 0.1365
C 2.20898 -2.26554 -4.08940 0.6 -0.5 -0.6 -0.1059
C 2.65862 -1.09448 -3.43453 0.2 0.4 0.6 -0.1249
C 3.00579 -1.45521 -2.16581 -0.4 -0.4 0.9 -0.1646
N 2.75237 -2.79613 -2.00186 0.5 0.0 -0.9 0.0242
C 2.38058 -3.32160 -3.22435 -0.9 0.4 0.8 -0.1199
H 1.92726 -2.36997 -5.12528 -0.1 0.1 0.0 0.0949
H 2.74416 -0.06489 -3.73596 -0.1 -0.1 -0.5 0.0781
H 3.29798 -0.86259 -1.31380 0.2 0.1 -0.1 0.0955
H 2.89125 -3.31251 -1.15129 0.0 -0.1 0.0 0.1373
H 2.12184 -4.36244 -3.31803 0.1 0.0 -0.1 0.1072
C -0.13126 -6.43630 -0.82085 -0.2 0.4 0.3 -0.1099
C 0.54220 -7.23388 0.13784 0.6 0.2 0.0 -0.1162
C 1.03399 -6.38640 1.11261 -0.8 0.0 0.0 -0.1282
N 0.55121 -5.13539 0.83981 0.5 0.3 0.1 0.0162
C -0.12636 -5.13979 -0.33142 -0.2 -0.5 -0.4 -0.1531
H -0.54797 -6.77682 -1.75383 -0.2 0.0 0.0 0.0867
H 0.65253 -8.30472 0.09982 0.2 0.0 0.0 0.0858
H 1.64878 -6.54691 1.98142 -0.1 -0.2 0.1 0.1025
H 0.62835 -4.32418 1.45179 0.2 -0.4 -0.2 0.0789
H -0.57267 -4.23374 -0.69922 0.0 0.0 -0.2 0.0848
C -2.81079 4.39795 -1.59832 0.1 -0.3 0.0 -0.1116
C -3.39467 3.77747 -0.45836 0.5 0.6 0.1 -0.1081
C -2.98800 2.47095 -0.45702 -0.4 -0.7 -0.5 -0.1606
N -2.26881 2.24753 -1.60607 0.0 0.8 0.1 0.0400
C -2.10277 3.42728 -2.26893 -0.3 0.4 -0.4 -0.1247
H -2.92684 5.43212 -1.87646 0.1 0.0 -0.1 0.0834
H -3.91682 4.34413 0.29528 -0.2 -0.4 0.2 0.0884
H -3.15296 1.62383 0.19207 -0.3 0.5 -0.1 0.0592
H -1.88002 1.37006 -1.90044 0.1 0.0 0.2 0.1205
H -1.52289 3.50748 -3.17676 -0.1 -0.2 0.1 0.0805
C -0.42911 2.02208 -5.26444 -0.4 0.0 -0.7 -0.1177
C 0.42951 1.28305 -4.43460 0.7 0.2 0.4 -0.1115
C 1.33947 2.17574 -3.90402 -0.5 -0.2 0.6 -0.1338
N 1.00136 3.41218 -4.35503 0.4 0.3 -0.3 0.0017
C -0.03747 3.34365 -5.24010 -0.1 -0.4 0.3 -0.1476
H -1.23178 1.56789 -5.82482 0.0 0.3 -0.2 0.0959
H 0.40499 0.22323 -4.24748 0.0 0.0 0.0 0.0767
H 2.11136 2.07456 -3.15660 0.0 -0.1 -0.1 0.0814
H 1.41360 4.26108 -4.01538 0.1 0.0 -0.2 0.1449
H -0.35271 4.22719 -5.76647 -0.3 -0.1 0.0 0.1084
C -0.88112 0.53738 3.92181 0.5 0.8 0.5 -0.0988
C -2.17073 0.49170 3.34471 0.2 -0.4 -0.4 -0.1211
C -2.45058 1.72455 2.80439 0.0 -0.8 -0.4 -0.1517
N -1.37467 2.50517 3.04608 0.7 0.6 0.7 0.0109
C -0.41946 1.84175 3.79701 -1.2 -0.2 -0.9 -0.1002
H -0.33563 -0.28295 4.35797 -0.1 0.0 0.2 0.0845
H -2.75541 -0.40691 3.22168 -0.2 0.1 0.1 0.0790
H -3.22196 1.97585 2.09443 -0.1 0.3 0.4 0.0878
H -1.23825 3.46350 2.77959 -0.4 0.1 -0.1 0.1488
H 0.38684 2.44753 4.16882 0.4 -0.5 0.1 0.0955
C -0.60243 0.68863 0.14396 1.2 0.0 0.2 -0.1239
C -1.66974 -0.21836 0.00566 -0.8 -1.1 0.5 -0.1608
C -1.31925 -1.18031 -0.91754 1.3 0.5 -0.1 -0.1046
N -0.07430 -0.82028 -1.35927 0.8 -0.7 -0.2 0.0372
C 0.42546 0.25514 -0.67900 -1.2 0.2 -0.4 -0.1128
H -0.54656 1.54775 0.79374 -0.2 -0.1 0.0 0.0955
H -2.58419 -0.25452 0.58108 0.1 0.1 -0.1 0.0724
H -1.64630 -2.16431 -1.20168 -0.7 0.2 -0.1 0.1015
H 0.47315 -1.35410 -2.02153 0.0 0.0 0.0 0.1136
H 1.37535 0.67628 -0.96196 0.0 0.1 0.2 0.0943
C -6.14540 0.97483 1.54525 -1.2 0.7 0.7 -0.1213
C -5.45679 -0.22831 1.37295 1.0 -0.5 -1.4 -0.1250
C -5.42990 -0.48639 -0.00217 -0.1 -0.3 1.6 -0.1319
N -6.16330 0.48502 -0.59861 -0.3 -0.1 -0.6 0.0232
C -6.63839 1.36649 0.32805 0.2 -0.3 -0.3 -0.1251
H -6.42841 1.46590 2.46455 0.3 -0.1 0.1 0.0969
H -4.92551 -0.83109 2.09165 -0.1 0.1 0.2 0.0742
H -4.96262 -1.33220 -0.47777 -0.1 0.2 -0.5 0.1027
H -6.48184 0.47911 -1.55156 0.3 0.0 -0.1 0.1527
H -7.35034 2.11392 0.02301 0.2 0.2 0.2 0.1115
C 2.36561 -2.89051 2.54718 0.7 0.3 -0.3 -0.1146
C 1.29385 -3.39146 3.32109 -0.3 0.5 -0.5 -0.1130
C 0.18160 -2.70725 2.86646 -0.5 -0.3 0.5 -0.1714
N 0.54001 -1.84906 1.88256 -0.1 0.0 -0.1 0.0537
C 1.88742 -1.92886 1.67557 -0.2 -0.5 0.4 -0.1329
H 3.40187 -3.19045 2.59557 0.0 0.0 0.1 0.0937
H 1.32606 -4.18093 4.05116 0.0 0.1 0.1 0.0996
H -0.85851 -2.74452 3.15135 0.1 -0.2 0.1 0.1135
H -0.15055 -1.28472 1.38910 0.5 0.2 0.0 0.1027
H 2.39992 -1.31068 0.96106 -0.1 0.0 -0.1 0.0876
```
Positions in Å, forces in eV/Å.

=====

A cluster of 12 separate species, C44H59BN11 in total at a distorted geometry. Source: OMol25; level of theory: ωB97M-V/def2-TZVPD.

Calculated values
Total charge: -1
Orbital gap in Eh: 0.2892
Relative energy (zero: lowest compared OMol25 entry of this formula, charge and spin) in kcal per mole: 20.7
LUMO energy in eV: 2.49
Total energy in a.u.: -2338.355352
HOMO level in eV: -5.379

Geometry as XYZ:
```
115
Properties=species:S:1:pos:R:3:forces:R:3:lowdin_charge:R:1
B -0.01863 0.28314 -0.18824 -1.0 -1.4 -3.4 -0.4511
H -0.08449 -0.99916 -0.59374 0.4 1.6 0.4 -0.0164
H 0.12787 0.28255 0.91475 0.8 0.1 3.0 -0.1340
H 0.77876 0.99471 -0.86900 -0.4 -0.5 0.4 -0.0389
H -1.19915 0.63610 -0.36426 0.1 0.3 -0.1 -0.0601
N -4.26426 1.00773 2.00244 0.8 2.3 -0.2 -0.0528
C -4.49712 1.13665 0.56657 -6.6 -1.7 5.3 -0.0847
C -5.94934 1.01294 0.30854 3.9 1.3 5.4 -0.0540
C -6.61649 1.07644 1.67553 5.7 0.2 0.6 -0.0564
C -5.46835 1.10646 2.70287 -2.0 0.1 -4.2 -0.1107
H -3.25277 1.16524 2.56929 -3.7 -0.5 -2.3 0.1567
H -3.73388 1.28676 -0.03587 3.5 0.2 -2.9 0.0224
H -6.22740 1.16888 -0.68360 -1.2 -0.1 -1.2 0.0471
H -7.60969 1.30236 1.99630 -0.5 -0.3 -0.3 0.0426
H -5.42141 1.42911 3.75203 -0.3 -0.7 -0.6 0.0841
N 3.08673 2.43569 0.34167 2.4 0.8 1.1 -0.0377
C 4.18122 2.36793 1.28123 1.4 3.0 -1.5 -0.0932
C 4.94970 3.66124 1.03264 -2.3 -2.6 0.7 -0.1331
C 4.18631 4.45246 0.05143 -0.8 -3.2 0.1 -0.1193
C 3.05267 3.58732 -0.45699 1.0 0.6 1.3 -0.1176
H 2.41675 1.70207 0.22229 -0.4 -0.4 -0.1 0.0622
H 4.51727 1.50126 2.03672 -1.5 2.1 -2.3 0.1096
H 5.93932 3.89358 1.61420 -2.3 -0.2 -1.4 0.0984
H 4.52962 5.46034 -0.19618 -0.6 -0.5 -0.4 0.0609
H 2.14394 3.61489 -1.28557 2.9 0.5 2.6 0.1145
N 3.55286 -3.25100 1.13448 0.8 -6.2 0.4 -0.0463
C 3.34098 -1.97859 1.37822 4.9 1.9 2.0 -0.1122
C 4.67336 -1.57756 2.06220 -2.6 -1.9 -1.0 -0.1240
C 5.53742 -2.70076 2.32012 -3.7 -2.2 -2.3 -0.0799
C 4.75944 -3.88759 1.69204 0.1 5.9 0.7 -0.0586
H 2.87638 -4.02829 0.82329 0.8 2.0 0.3 0.0865
H 2.46764 -1.33991 1.10858 0.8 -1.0 0.1 0.1163
H 4.76695 -0.57306 2.36476 0.6 0.8 0.4 0.0220
H 6.50828 -2.76780 2.86603 -1.1 0.2 -0.7 0.0798
H 5.01946 -4.93512 1.54382 -0.4 0.5 0.0 0.0695
N -0.87758 1.29796 -5.49877 2.2 0.1 2.8 -0.0507
C -1.63708 0.60828 -6.36376 -2.3 -1.9 -0.7 -0.1516
C -2.49330 -0.40679 -5.57934 6.4 5.2 2.4 -0.0628
C -1.94613 -0.30244 -4.15715 1.8 3.6 -1.5 -0.0859
C -0.91487 0.83394 -4.15792 -3.8 -3.6 -2.8 -0.0943
H -0.11993 2.01824 -5.64167 -1.3 -1.0 -0.7 0.1028
H -1.53530 0.85510 -7.56204 -0.6 -0.7 3.5 0.1411
H -3.14882 -1.04559 -6.01099 -1.9 -1.8 -1.0 0.0052
H -2.19621 -0.67091 -3.11960 -0.1 -0.2 -1.8 0.0826
H -0.13252 1.08039 -3.44982 -0.5 0.2 0.0 0.0654
N -1.62154 1.18600 3.39328 1.2 -2.6 0.3 -0.0830
C -1.69063 2.52241 3.55085 -4.9 -0.5 4.0 -0.1163
C -2.70916 2.85660 4.57829 4.5 -10.4 -1.8 0.0013
C -3.04952 1.46880 5.23435 4.6 0.6 -5.5 -0.0345
C -2.22854 0.48350 4.41271 -3.3 0.3 2.0 -0.1315
H -1.11507 0.67083 2.61194 -0.5 1.2 1.3 0.1466
H -1.27360 3.06683 2.82168 1.4 2.4 -2.3 0.0622
H -3.05061 3.73963 4.73598 -2.1 5.5 1.4 -0.0069
H -3.61841 1.14562 6.05702 -0.7 0.1 0.8 0.0421
H -2.29205 -0.72351 4.42156 0.4 3.4 -0.1 0.1591
N 2.44847 -1.19882 4.31336 -1.1 1.8 4.6 -0.0210
C 1.73157 -0.07260 4.33515 -0.2 0.2 8.2 -0.0713
C 1.54490 0.25599 5.87641 2.5 -2.4 -3.2 -0.0747
C 2.32924 -0.79582 6.57291 -0.7 0.7 -2.4 -0.0913
C 2.87467 -1.74300 5.47576 -4.9 7.2 4.1 -0.0732
H 2.71763 -1.64079 3.56809 1.7 -2.7 -5.7 0.0200
H 1.30471 0.48320 3.59290 -0.7 0.7 -2.3 0.0430
H 1.10384 1.20761 6.29253 0.5 -1.5 -0.6 0.0762
H 2.41478 -0.70991 7.72989 0.2 -0.9 -2.4 0.0885
H 3.52868 -2.47203 5.61401 2.5 -3.2 0.0 0.0395
N -1.14451 3.52321 -1.04754 -0.8 1.6 0.1 -0.0271
C -0.35033 4.56751 -0.55448 -0.2 1.4 -0.4 -0.1604
C -0.72220 5.82828 -1.21734 -1.5 -3.4 0.3 -0.0866
C -1.99073 5.46517 -2.02253 1.6 -3.0 0.2 -0.0816
C -2.17321 3.96662 -1.91101 3.6 4.7 2.3 -0.1007
H -1.06642 2.53176 -0.78026 0.2 0.4 0.1 0.0653
H 0.40366 4.40515 0.34035 -1.6 0.2 -2.4 0.1349
H -0.11286 6.77712 -1.07726 -1.4 -1.3 -0.3 0.0921
H -2.58138 6.03461 -2.79731 0.9 -0.4 1.3 0.0799
H -2.84763 3.21890 -2.20339 -1.0 -0.4 -0.8 0.0815
N 1.06022 -4.62234 -0.61171 1.6 -3.3 7.4 -0.0165
C 1.97994 -5.64595 -0.38795 -0.3 0.5 4.4 -0.1029
C 1.82314 -5.92934 1.14542 0.8 -0.8 -2.1 -0.1509
C 0.74288 -5.13136 1.62983 -1.5 2.2 -2.5 -0.1112
C 0.30419 -4.23387 0.44045 -0.2 -0.9 3.3 -0.0807
H 0.93644 -4.34779 -1.44746 -1.2 3.1 -7.7 0.0067
H 2.85872 -5.79470 -1.09020 -1.6 0.0 1.0 0.1077
H 2.49248 -6.73621 1.76313 -2.0 2.3 -1.8 0.1261
H 0.12397 -5.06764 2.61542 1.8 -0.3 -1.9 0.1119
H -0.48607 -3.30302 0.45301 2.3 -2.9 -0.4 0.1289
N -4.17634 -1.79871 1.58528 -0.4 -3.4 -0.8 -0.0232
C -3.05786 -2.49270 1.22566 1.1 -2.8 -1.8 -0.1301
C -3.37827 -4.01185 1.14154 0.0 3.3 -0.7 -0.1106
C -4.77738 -4.08019 1.47761 -0.7 2.8 -0.2 -0.1367
C -5.23563 -2.66318 1.68170 -0.3 -2.1 1.1 -0.1398
H -4.37342 -0.81975 1.50010 0.6 0.3 0.1 0.0504
H -2.18762 -1.95392 0.68607 -1.5 -0.9 1.3 0.0927
H -2.71778 -4.82740 0.60181 -1.4 2.0 1.6 0.1017
H -5.49937 -4.95625 1.43318 1.3 1.3 0.2 0.0852
H -6.19563 -2.19368 2.09555 1.4 -1.2 -0.8 0.1102
N 2.91478 -3.35040 -3.32342 -4.0 -1.5 -1.5 -0.0369
C 1.82323 -2.48380 -3.06324 -2.5 -1.8 -2.5 -0.0954
C 0.58050 -2.98837 -3.84178 6.2 -2.2 1.2 -0.0362
C 0.99798 -4.32058 -4.48607 5.9 5.0 4.6 -0.0571
C 2.49589 -4.45721 -4.10856 -2.9 -1.0 -1.3 -0.1467
H 3.83518 -3.30269 -2.97769 0.8 0.4 0.6 0.1101
H 1.87807 -1.59093 -2.38340 0.1 -1.1 -1.0 0.0986
H -0.30291 -2.40373 -3.89373 -0.7 0.1 0.0 0.0235
H 0.59424 -4.99980 -5.13938 -1.4 -1.2 -1.3 0.0185
H 3.15456 -5.45615 -4.44403 -1.5 3.4 1.2 0.1378
N 0.34251 3.85582 -3.74628 1.3 0.5 0.4 0.0212
C 1.52595 3.10457 -3.72183 -0.4 0.2 -4.2 -0.1357
C 2.08634 3.02355 -5.06686 -4.8 3.8 2.3 -0.0610
C 1.21759 3.94818 -5.86539 -1.2 -0.1 4.9 -0.0713
C 0.16513 4.51147 -4.95788 9.9 -9.2 -0.2 -0.0504
H -0.28083 4.07383 -2.92170 1.2 -0.5 -1.3 0.0828
H 1.95766 2.53900 -2.94389 -0.4 -0.3 1.2 0.0627
H 3.03522 2.64424 -5.27780 1.0 -0.7 -0.6 0.0574
H 1.42687 4.28688 -6.82021 0.2 0.5 -1.7 0.0369
H -0.51651 5.13193 -5.02073 -6.5 5.8 -1.1 0.0065
```
Positions in Å, forces in eV/Å.